Entry 1:
Entry from OMol25: 2 unconnected molecules or ions with the total composition C4H8O3 at a distorted geometry (the ωB97M-V functional and the def2-TZVPD basis).

Last column: Mulliken charge in e.
CARTESIAN COORDINATES (ANGSTROEM)
C (1.323, 0.394, 0.809)  -1.0239
C (0.903, -0.728, -0.083)  0.8078
C (-1.305, -0.888, 0.050)  -0.6090
C (-1.958, 0.002, 0.795)  -0.5264
O (1.330, -1.831, -0.140)  -0.4505
H (-1.392, -1.951, 0.241)  0.3509
H (0.636, 1.231, 0.731)  0.3151
H (1.382, 0.021, 1.830)  0.3112
H (2.302, 0.747, 0.485)  0.3240
H (-2.530, -0.256, 1.677)  0.2528
H (-1.871, 1.067, 0.621)  0.2788
O (0.555, -0.078, -1.634)  -0.3852
O (0.632, 1.356, -1.719)  -0.3323
H (0.846, 1.474, -2.655)  0.3139
H (-0.855, -0.561, -1.008)  0.3728

Values from the calculation:
* lowest unoccupied orbital energy: 0.00 eV
* energy relative to the best compared isomer or geometry (same formula, charge and spin): 6.5470 eV
* SMILES: CC(=O)OO.C=C
* molecular weight: 104.1 g mol⁻¹
* calculated total energy: -10414.45651 eV
* maximum force: 0.076 hartree/bohr
* orbital gap: 0.3427 hartree
* HOMO: -0.3425 Eh

Entry 2:
Entry from OMol25: a molecular structure, C24H75FO13SSb at a distorted geometry (the ωB97M-V functional and the def2-TZVPD basis).

Last column: Mulliken charge in e.
CARTESIAN COORDINATES (ANGSTROEM)
C (2.475, -1.961, 0.466)  -1.1747
C (1.944, -0.633, -0.085)  0.1411
C (1.908, 0.435, 0.998)  -0.8990
C (1.280, 1.809, 0.632)  0.7658
C (0.644, 1.876, -0.753)  0.1603
C (-0.003, 3.219, -1.091)  -1.2554
C (-1.123, 3.640, -0.127)  -0.5048
C (-2.465, 2.962, -0.490)  -0.7390
C (-3.216, 2.345, 0.675)  -1.1873
C (-2.621, 1.015, 1.170)  0.4440
Sb (-4.067, -0.640, 0.780)  1.0704
C (-3.067, -2.033, 2.199)  -1.2981
C (-1.755, -1.587, 2.800)  0.2826
F (-2.008, -0.770, 3.931)  -0.2893
C (-2.681, -1.344, -0.931)  -0.8442
S (-3.407, -2.402, -2.095)  0.9939
O (-2.578, -2.535, -3.279)  -0.6567
O (-4.784, -2.073, -2.347)  -0.6226
H (3.411, -1.793, 1.002)  0.3054
H (2.668, -2.631, -0.370)  0.1468
H (1.745, -2.448, 1.110)  0.3296
H (2.618, -0.322, -0.886)  0.2866
H (0.962, -0.823, -0.515)  0.0757
H (2.943, 0.597, 1.313)  0.4108
H (1.393, 0.025, 1.870)  0.1685
H (0.564, 2.052, 1.407)  -0.7030
H (2.084, 2.549, 0.634)  0.2390
H (1.457, 1.729, -1.471)  0.5750
H (-0.055, 1.060, -0.945)  -0.2929
H (0.746, 4.006, -1.168)  0.2990
H (-0.495, 3.088, -2.053)  0.2991
H (-1.268, 4.717, -0.232)  0.4004
H (-0.865, 3.454, 0.914)  0.2084
H (-3.113, 3.705, -0.959)  0.5072
H (-2.255, 2.211, -1.257)  0.2822
H (-3.158, 3.056, 1.507)  0.3176
H (-4.278, 2.244, 0.440)  0.4555
H (-1.724, 0.824, 0.572)  -0.3852
H (-2.324, 1.114, 2.212)  -0.1667
H (-5.218, -1.922, 0.434)  -0.2105
H (-4.905, 0.388, -0.368)  -0.1553
H (-5.071, -0.047, 2.116)  -0.1363
H (-3.739, -2.278, 3.024)  0.4983
H (-2.876, -2.983, 1.687)  0.3055
H (-1.187, -2.443, 3.180)  0.3694
H (-1.107, -1.057, 2.101)  -0.2757
H (-2.345, -0.470, -1.487)  0.0763
H (-1.807, -1.832, -0.495)  0.3080
H (-3.413, -3.606, -1.466)  0.0475
C (0.483, 3.718, -5.097)  -0.7829
O (0.947, 4.302, -3.878)  -0.3669
H (0.486, 2.640, -4.974)  0.1885
H (-0.534, 4.044, -5.312)  0.3198
H (1.134, 3.983, -5.935)  0.3693
H (0.932, 5.259, -3.986)  0.2984
C (-1.703, 0.810, -7.215)  -0.5151
O (-1.339, 2.187, -7.126)  -0.4601
H (-0.975, 0.242, -6.644)  0.1952
H (-2.694, 0.635, -6.790)  0.2806
H (-1.688, 0.465, -8.253)  0.2489
H (-1.984, 2.695, -7.625)  0.2690
C (4.563, -4.704, -2.517)  -0.5971
O (3.424, -3.858, -2.370)  -0.3792
H (4.960, -4.891, -1.523)  0.2304
H (4.291, -5.658, -2.976)  0.2263
H (5.333, -4.221, -3.124)  0.2902
H (3.076, -3.683, -3.251)  0.2507
C (4.222, 6.133, -4.295)  -0.5148
O (3.094, 6.128, -3.436)  -0.4888
H (4.534, 7.166, -4.428)  0.2325
H (5.053, 5.568, -3.861)  0.2157
H (3.977, 5.710, -5.275)  0.2379
H (2.819, 5.208, -3.322)  0.3161
C (5.111, 3.277, 0.514)  -0.5218
O (4.564, 2.562, -0.587)  -0.3866
H (4.311, 3.417, 1.237)  0.1735
H (5.921, 2.715, 0.988)  0.2580
H (5.483, 4.257, 0.205)  0.2977
H (5.263, 2.431, -1.234)  0.2451
C (1.282, 2.255, 4.745)  -0.6665
O (0.252, 2.060, 3.788)  -0.2854
H (2.083, 2.807, 4.257)  0.2350
H (0.931, 2.833, 5.607)  0.1820
H (1.677, 1.298, 5.099)  0.3155
H (-0.455, 1.555, 4.204)  0.1915
C (2.097, -5.348, 1.638)  -0.1629
O (1.990, -4.472, 2.761)  -0.5125
H (1.110, -5.732, 1.405)  0.0513
H (2.479, -4.809, 0.766)  0.0236
H (2.760, -6.183, 1.881)  0.3468
H (2.872, -4.138, 2.944)  0.2825
C (1.095, -6.322, -3.333)  -0.6639
O (0.894, -5.786, -2.035)  -0.3965
H (0.295, -7.031, -3.527)  0.2881
H (1.056, -5.536, -4.094)  0.2663
H (2.054, -6.846, -3.404)  0.2731
H (1.606, -5.154, -1.868)  0.2357
C (-4.267, 0.714, 6.076)  -0.4943
O (-4.820, 0.061, 4.942)  -0.5160
H (-5.062, 0.882, 6.802)  0.2798
H (-3.487, 0.097, 6.536)  0.2200
H (-3.838, 1.675, 5.776)  0.1568
H (-4.085, -0.062, 4.329)  0.2688
C (-1.471, -7.647, 0.642)  -0.4433
O (-0.079, -7.725, 0.356)  -0.4758
H (-1.660, -8.262, 1.519)  0.2351
H (-1.773, -6.620, 0.861)  0.1386
H (-2.068, -8.027, -0.191)  0.2592
H (0.091, -7.175, -0.420)  0.2723
C (-1.739, 4.212, 6.930)  -0.6436
O (-2.293, 3.541, 5.807)  -0.4280
H (-2.541, 4.364, 7.648)  0.2636
H (-0.952, 3.616, 7.401)  0.2729
H (-1.329, 5.187, 6.647)  0.2655
H (-1.587, 3.407, 5.166)  0.2613

Values from the calculation:
* lowest unoccupied orbital energy: 1.88 eV
* molecular weight: 744.7 g mol⁻¹
* calculated total energy: -72803.61672 eV
* maximum force: 0.023 hartree/bohr
* orbital gap: 0.2198 hartree
* HOMO: -0.1509 Eh
* total charge: -1

Q: The highest calculated total energy belongs to which entry?
A: C4H8O3

Q: Among the records above, which one has the highest lowest unoccupied orbital energy?
A: C24H75FO13SSb